[1]
This record from the OMol25 dataset describes an isolated molecule of C19H28O8. The level of theory is ωB97M-V/def2-TZVPD.

CARTESIAN COORDINATES (ANGSTROEM)
C1 -0.598 4.993 -0.942
H1 -0.498 5.099 -2.017
H2 0.254 5.470 -0.462
H3 -1.499 5.518 -0.636
C2 -0.690 3.524 -0.528
C3 -1.077 3.434 0.947
C4 -1.225 1.984 1.387
C5 0.095 1.239 1.202
H4 0.856 1.738 1.814
C6 0.051 -0.237 1.636
C7 -0.472 -0.438 3.053
H5 0.048 0.225 3.741
H6 -1.540 -0.240 3.109
H7 -0.301 -1.464 3.366
C8 -0.775 -1.035 0.625
O1 -0.232 -0.937 -0.664
C9 -0.194 0.375 -1.176
O2 0.352 0.302 -2.446
C10 1.781 0.436 -2.443
O3 2.298 -0.029 -1.235
O4 1.962 0.868 -0.185
C11 0.605 1.321 -0.254
C12 0.633 2.782 -0.776
C13 1.024 2.864 -2.261
C14 2.151 1.919 -2.675
H8 2.360 2.068 -3.734
H9 3.059 2.130 -2.107
H10 1.347 3.882 -2.481
H11 0.149 2.643 -2.875
H12 1.418 3.270 -0.186
C15 2.337 -0.492 -3.515
H13 1.819 -0.298 -4.448
H14 3.403 -0.324 -3.628
H15 2.160 -1.519 -3.210
H16 -1.226 0.748 -1.294
O5 -0.730 -2.400 0.962
C16 -1.786 -3.159 0.624
O6 -2.802 -2.730 0.153
C17 -1.541 -4.623 0.916
C18 -0.512 -4.866 2.017
C19 -0.215 -6.332 2.217
O7 -0.080 -6.867 3.284
O8 -0.088 -6.995 1.062
H17 0.124 -7.926 1.229
H18 -0.848 -4.454 2.969
H19 0.427 -4.377 1.745
H20 -1.191 -5.074 -0.016
H21 -2.501 -5.079 1.164
H22 -1.831 -0.705 0.613
H23 1.072 -0.628 1.572
H24 -1.507 1.954 2.439
H25 -2.021 1.511 0.810
H26 -2.018 3.962 1.109
H27 -0.310 3.923 1.552
H28 -1.476 3.047 -1.123

Its electronic energy is -1342.696321 Ha. As for the SMILES: C[C@H]1[C@H](OC(=O)CCC(=O)O)O[C@@H]2O[C@@]3(C)CC[C@H]4[C@H](C)CC[C@@H]1[C@@]24OO3. The value obtained for the LUMO energy is 0.02479 hartree. Its molar mass is 384.42 g mol⁻¹. The orbital gap comes out at 10.191 eV. The spin multiplicity is 1.

---

[2]
This record from the OMol25 dataset describes a structure of composition C19H29AuN6S2. The level of theory is ωB97M-V/def2-TZVPD.

CARTESIAN COORDINATES (ANGSTROEM)
Au1 9.312 10.471 8.194
C1 8.959 9.574 13.040
N1 8.780 8.286 12.407
C2 7.823 7.364 12.715
C3 8.003 6.303 11.926
N2 9.073 6.610 11.064
C4 9.565 7.799 11.419
S1 10.917 8.730 10.893
C5 9.721 5.727 10.135
C6 9.681 6.072 8.743
C7 10.414 5.251 7.870
C8 11.235 4.310 8.459
C9 11.212 4.032 9.797
N3 10.447 4.739 10.629
H1 8.882 10.390 12.354
H2 10.005 9.653 13.426
H3 8.278 9.752 13.878
H4 7.121 7.583 13.471
H5 7.486 5.387 11.849
H6 8.952 6.808 8.389
H7 10.447 5.610 6.855
H8 11.956 3.761 7.862
H9 11.862 3.267 10.240
C10 14.626 10.406 8.670
C11 13.559 9.379 8.193
C12 13.585 8.179 9.116
C13 13.933 8.919 6.740
N4 12.288 10.108 8.212
N5 11.112 9.416 7.674
H10 15.610 10.010 8.435
H11 14.449 10.672 9.728
H12 14.537 11.349 8.163
H13 14.475 7.571 8.993
H14 12.748 7.533 8.968
H15 13.510 8.521 10.125
H16 15.005 8.664 6.606
H17 13.654 9.711 6.043
H18 13.302 8.089 6.511
H19 12.405 11.032 7.796
H20 11.054 8.572 8.298
H21 11.157 9.171 6.677
S2 8.382 9.345 6.251
C14 6.666 9.864 10.075
C15 7.041 11.329 9.946
C16 6.319 12.449 10.353
C17 6.945 13.568 9.786
C18 8.030 13.118 9.057
C19 8.958 13.841 8.125
N6 8.096 11.789 9.169
H22 5.957 9.696 10.886
H23 7.541 9.228 10.299
H24 6.288 9.558 9.106
H25 5.560 12.455 11.124
H26 6.799 14.661 9.874
H27 9.148 14.846 8.430
H28 8.612 13.937 7.097
H29 9.871 13.171 7.973

Its electronic energy is -2001.875165 Ha. The value obtained for the LUMO energy (alpha / beta) is 0.01253 / -0.06061 hartree. Its molar mass is 602.58 g mol⁻¹. The orbital gap (alpha / beta) comes out at 7.095 / 5.085 eV. The spin multiplicity is 3.